20
Properties=species:S:1:pos:R:3 method="wB97M-V/def2-TZVPD" smiles=c1cn(C[n+]2cc[nH]c2)cn1 e_lumo_ev=-3.871 gap_ev=8.26 charge=+1 de_lowest_kcal_mol=28.5
C -1.125 -1.221 -2.686
C -1.377 -0.781 -1.425
N -0.590 0.333 -1.272
C -0.688 1.267 0.152
N 0.162 0.598 1.075
C -0.236 -0.052 2.211
C 0.862 -0.666 2.731
N 1.902 -0.385 1.899
C 1.467 0.380 0.905
C 0.075 0.537 -2.433
N -0.221 -0.394 -3.283
H -1.530 -2.063 -3.208
H -2.018 -1.138 -0.647
H -0.327 2.251 -0.140
H -1.729 1.257 0.448
H -1.245 -0.027 2.564
H 0.962 -1.272 3.609
H 2.850 -0.721 2.019
H 2.061 0.745 0.088
H 0.745 1.352 -2.607